Record 1
Entry from OMol25: a structure of composition C34H25IN9O2RhS (wB97M-V/def2-TZVPD).

Computed properties:
energy above the lowest of the compared OMol25 structures with the same formula, charge and spin: 45.0 kcal per mole
net charge: +2
HOMO level (alpha / beta): -0.464 / -0.464 hartree
calculated total energy: -2759.91835 hartree
gap between HOMO and LUMO (alpha / beta): 5.60 / 5.59 eV

Each line ends with the Mulliken charge.
Atoms and positions in Å:
I -3.971 5.738 4.006  0.1639
Rh 0.922 -0.213 -0.519  -0.3278
S 2.736 0.157 -1.990  -0.4129
O -0.367 0.857 0.531  -0.1760
O 0.994 2.569 0.093  -0.5709
N 1.464 1.676 -3.997  0.3437
N 0.247 -1.548 0.722  -0.2063
N -0.404 -1.421 -1.787  0.5770
N 3.242 0.568 -4.571  0.1793
N -2.396 -2.972 -2.919  -0.5570
N -0.336 1.454 -2.503  0.6880
N -2.245 -6.010 5.551  -0.5472
N 2.183 0.163 1.003  0.5663
N 3.512 0.590 3.380  -0.5447
C -0.013 2.125 0.616  0.8039
C -2.155 -5.248 3.292  -0.5404
C -0.070 3.526 -3.672  -0.8182
C 3.152 1.067 1.082  -0.1452
C -1.082 4.295 1.120  -0.4197
C -1.278 3.977 -3.165  -0.6421
C -0.637 -1.391 -3.092  -0.0965
C -1.252 -4.239 3.627  1.0608
C 1.755 1.993 -5.315  -0.4652
C 0.305 -2.400 2.917  -0.5365
C 2.392 0.791 -3.550  0.3933
C 0.324 2.240 -3.333  0.2109
C -0.867 -4.153 4.965  -0.5863
C -0.740 -2.384 0.377  -0.2168
C -2.675 4.537 2.895  -0.1332
C -0.960 2.941 1.422  0.2406
C -1.694 2.389 2.466  -0.2151
C -1.626 -2.185 -3.658  -0.6286
C 4.411 -0.301 -4.516  -0.8389
C -2.543 3.189 3.211  -0.6352
C -2.151 -3.022 -1.621  -0.1015
C 1.851 -0.542 2.117  0.2476
C 3.824 1.263 2.286  -0.6560
C -1.945 5.093 1.848  -0.6735
C -1.506 1.894 -2.038  -0.3396
C 0.773 -1.527 1.955  -0.2862
C -2.616 -6.102 4.283  -0.4457
C -1.389 -5.055 5.880  -0.4321
C -1.137 -2.274 -1.033  0.1935
C -1.239 -3.276 1.308  -0.6049
C -2.026 3.136 -2.356  -1.0237
C -0.728 -3.298 2.611  1.3640
C 2.859 1.305 -5.665  -0.6256
C 2.536 -0.301 3.299  -0.0641
H -0.185 -3.401 5.331  0.2991
H -2.984 3.442 -1.959  0.4890
H -1.803 -2.169 -4.725  0.4334
H -2.031 1.228 -1.365  0.5096
H 1.124 2.642 -5.890  0.5633
H -1.629 4.971 -3.406  0.4695
H -3.104 2.770 4.035  0.4063
H 0.545 4.158 -4.295  0.5939
H 5.108 0.060 -3.763  0.3646
H -2.029 -3.950 1.019  0.2598
H -0.482 4.715 0.324  0.5250
H 4.107 -1.317 -4.275  0.3522
H 4.619 1.994 2.350  0.4105
H -2.785 -3.675 -1.034  0.4778
H 0.753 -2.395 3.897  0.3477
H 4.889 -0.283 -5.491  0.3179
H -1.600 1.337 2.701  0.4463
H 3.399 1.266 -6.593  0.4568
H -2.504 -5.409 2.283  0.3107
H -2.045 6.143 1.615  0.4031
H -3.314 -6.893 4.037  0.3896
H 3.366 1.644 0.195  0.5513
H 2.291 -0.836 4.207  0.4781
H -1.103 -4.998 6.923  0.3869
H -0.038 -0.716 -3.684  0.2383

---

Record 2
Entry from OMol25: a structure of composition C34H25N3O2PPt (wB97M-V/def2-TZVPD).

Computed properties:
energy above the lowest of the compared OMol25 structures with the same formula, charge and spin: 14.1 kcal per mole
net charge: +1
HOMO level: -0.353 hartree
calculated total energy: -2085.93139 hartree
gap between HOMO and LUMO: 5.78 eV

Each line ends with the Mulliken charge.
Atoms and positions in Å:
Pt 0.284 0.623 1.602  1.1864
P 0.422 0.105 -1.198  1.6499
O 3.885 0.887 0.832  -0.6502
O 1.777 1.646 0.583  -0.6034
N 1.167 -1.108 2.192  0.1291
N -1.078 0.008 2.826  0.1487
N -0.955 2.219 1.502  0.0191
C 1.431 -2.309 -2.342  -0.5507
C -2.078 0.857 3.106  0.3293
C 0.550 -1.704 -1.445  0.3189
C -3.341 1.556 -3.453  -0.5836
C 2.977 1.241 -1.360  0.5908
C 2.266 -1.677 1.698  0.3057
C -1.121 1.929 -2.605  -0.4852
C -0.774 -1.049 3.593  0.2801
C 1.884 0.863 -3.483  -0.1757
C 4.123 1.735 -3.416  -0.5881
C 3.011 1.339 -4.141  -0.7655
C 2.717 -2.907 2.149  -1.0344
C -2.942 4.117 1.402  -0.4942
C -2.079 2.056 2.239  0.7440
C -3.104 2.975 2.176  -0.7697
C -2.257 2.398 -3.252  -0.7916
C 1.851 0.811 -2.091  -0.0643
C -2.904 0.597 4.185  -0.9347
C -3.281 0.244 -3.003  -0.6357
C -1.761 4.300 0.708  -0.8434
C -1.571 -1.343 4.684  -0.8179
C 1.467 -3.693 -2.467  -0.6864
C 4.112 1.673 -2.029  -0.5177
C -0.239 -3.898 -0.790  -0.7054
C 0.853 -2.976 3.636  -0.9646
C 0.453 -1.750 3.152  1.0581
C 2.940 1.245 0.159  -0.4554
C -0.266 -2.518 -0.654  -0.3264
C 2.007 -3.562 3.133  -0.4703
C -2.148 -0.229 -2.354  -0.5857
C -0.791 3.314 0.764  0.1873
C -2.650 -0.519 4.966  -0.7084
C -1.049 0.606 -2.156  0.3569
C 0.627 -4.488 -1.701  -0.7028
H -0.922 -2.056 0.078  0.3864
H 2.095 -1.701 -2.941  0.3715
H -0.272 2.589 -2.461  0.4529
H -4.119 -0.422 -3.169  0.4329
H -3.277 -0.729 5.822  0.4496
H 1.024 0.532 -4.053  0.5517
H 4.974 1.981 -1.452  0.5101
H 3.021 1.390 -5.223  0.4402
H 3.616 -3.330 1.724  0.4717
H -4.021 2.794 2.720  0.3723
H 2.150 -4.152 -3.171  0.4368
H 2.806 -1.117 0.948  0.2810
H -1.341 -2.184 5.323  0.4092
H -3.710 1.273 4.434  0.3621
H -0.890 -4.516 -0.183  0.4490
H -2.292 3.421 -3.607  0.4318
H 0.145 3.374 0.223  0.4774
H 0.263 -3.471 4.395  0.3568
H 5.002 2.100 -3.933  0.4147
H -3.732 4.854 1.345  0.4677
H -4.223 1.915 -3.966  0.4115
H -2.118 -1.258 -2.017  0.3373
H -1.586 5.190 0.122  0.4480
H 2.342 -4.520 3.508  0.4741
H 0.647 -5.565 -1.811  0.4105

---

- Among the records above, which one has the highest energy above the lowest of the compared OMol25 structures with the same formula, charge and spin?
  C34H25IN9O2RhS

---

- Which value of calculated total energy does entry 1 give?
  -2759.91835 hartree

---

- energy above the lowest of the compared OMol25 structures with the same formula, charge and spin of number 1 (C34H25IN9O2RhS)?
  45.0 kcal per mole

---

- Which of these has the highest energy above the lowest of the compared OMol25 structures with the same formula, charge and spin?
  C34H25IN9O2RhS